[1]
A molecular structure, C28H78CaF3N7O15P at a distorted geometry. Source: the Open Molecules 2025 dataset; level of theory: ωB97M-V/def2-TZVPD.

Last column: Mulliken charge in e.
Element x y z (Å)
1 Ca -13.7380 -16.5706 13.3673  0.241
2 P -11.5937 -16.8616 11.8037  3.261
3 O -11.2302 -18.2553 11.1676  -2.097
4 O -11.5251 -16.8994 13.4170  -1.346
5 O -13.0428 -16.4861 11.4048  1.091
6 O -10.6382 -15.6844 11.3394  -1.103
7 C -16.2178 -15.7819 9.1008  -0.102
8 C -17.3902 -15.0772 9.7259  -0.298
9 C -18.2234 -16.1192 10.6609  -0.553
10 O -19.2341 -15.4439 11.4779  -0.410
11 C -19.9612 -16.3427 12.3233  -0.758
12 N -16.8724 -14.0030 10.7395  0.289
13 H -16.2288 -14.4116 11.4020  -0.333
14 H -16.4127 -13.1527 10.4467  0.376
15 H -17.7176 -13.7880 11.2489  0.539
16 H -16.5413 -16.6765 8.5686  0.438
17 H -15.6131 -16.2227 9.8934  -0.487
18 H -15.6935 -15.1278 8.4042  -0.006
19 H -18.1190 -14.7106 9.0030  0.414
20 H -17.5137 -16.6004 11.3339  0.168
21 H -18.7391 -16.7932 9.9770  0.613
22 H -19.3445 -16.7401 13.1295  0.295
23 H -20.3158 -17.2132 11.7715  0.330
24 H -20.7937 -15.8501 12.8255  0.288
25 C -8.2985 -13.9836 15.4683  -1.464
26 C -8.8826 -13.8037 14.0078  1.039
27 C -7.8682 -13.1674 13.0648  -1.392
28 O -8.4617 -12.9615 11.8283  0.096
29 C -8.0148 -11.9019 11.0485  -0.899
30 N -9.1217 -15.2356 13.5144  0.605
31 H -8.3944 -15.9289 13.6168  0.442
32 H -9.8608 -15.7083 14.0149  0.101
33 H -9.4559 -15.2203 12.5614  -0.513
34 H -7.4664 -14.6857 15.5221  0.376
35 H -9.0697 -14.3567 16.1422  0.364
36 H -7.9554 -13.0365 15.8846  0.458
37 H -9.8025 -13.2237 14.0811  -0.109
38 H -6.9867 -13.7963 12.9404  0.253
39 H -7.5778 -12.1924 13.4562  0.598
40 H -7.0583 -12.0416 10.5450  0.266
41 H -7.9422 -10.9499 11.5744  0.470
42 H -8.8979 -11.7043 10.4409  0.268
43 C -11.0900 -22.0812 12.7884  -1.333
44 C -11.3868 -20.8205 13.7228  0.484
45 C -11.3234 -21.1925 15.2052  -0.846
46 O -11.8110 -20.0468 15.9707  -0.244
47 C -11.9627 -20.1519 17.3444  -0.730
48 N -10.4703 -19.6086 13.3660  0.250
49 H -10.7494 -19.3044 12.4442  -0.132
50 H -10.6550 -18.9207 14.0820  0.282
51 H -9.4767 -19.7888 13.3891  0.433
52 H -11.3833 -21.8669 11.7608  0.349
53 H -11.8176 -22.7852 13.1925  0.430
54 H -10.1031 -22.5438 12.7777  0.364
55 H -12.3662 -20.3743 13.5504  0.164
56 H -10.2748 -21.3557 15.4538  0.397
57 H -11.8997 -22.0894 15.4324  0.459
58 H -11.9403 -19.0846 17.5645  0.201
59 H -11.1224 -20.6160 17.8607  0.335
60 H -12.8645 -20.7199 17.5725  0.294
61 C -13.0602 -13.9317 8.9115  -1.384
62 C -12.1105 -12.9268 9.4988  0.191
63 C -12.5172 -12.2848 10.8551  -0.491
64 O -11.5567 -11.3041 11.2605  -0.329
65 C -11.9564 -10.5863 12.4189  -0.740
66 N -10.7660 -13.6797 9.6581  0.615
67 H -10.2757 -13.9992 8.8349  0.507
68 H -10.1314 -13.0148 10.0768  -0.199
69 H -10.8637 -14.4976 10.2426  -0.614
70 H -13.9237 -13.4077 8.5018  0.583
71 H -13.4420 -14.6766 9.6097  -0.025
72 H -12.6462 -14.5458 8.1118  0.374
73 H -12.0119 -12.1197 8.7728  0.468
74 H -12.7376 -13.0769 11.5707  0.071
75 H -13.3926 -11.6422 10.7612  0.659
76 H -11.2399 -9.7677 12.4864  0.312
77 H -12.0402 -11.1638 13.3395  0.113
78 H -12.9018 -10.0737 12.2412  0.412
79 C -11.6640 -19.7117 7.9563  -1.532
80 C -12.2256 -18.2014 7.9368  0.761
81 C -13.1428 -17.8679 6.7767  -1.017
82 O -13.9063 -16.6177 7.0019  -0.036
83 C -15.0635 -16.4609 6.2108  -1.075
84 N -13.1405 -18.1838 9.1912  0.854
85 H -12.5912 -18.3943 10.0123  -0.228
86 H -13.3069 -17.2604 9.5651  -0.521
87 H -13.8980 -18.8500 9.1415  0.433
88 H -10.9442 -19.8956 7.1586  0.435
89 H -12.5341 -20.3567 7.8345  0.454
90 H -11.2528 -20.1331 8.8736  0.249
91 H -11.4201 -17.4908 8.1218  0.009
92 H -13.7967 -18.7106 6.5522  0.466
93 H -12.5854 -17.8591 5.8401  0.507
94 H -15.7750 -17.2669 6.3902  0.472
95 H -14.8415 -16.4315 5.1440  0.328
96 H -15.5498 -15.4953 6.3490  0.279
97 C -7.4606 -15.4651 9.6015  -1.243
98 C -7.8884 -16.9216 9.2746  0.586
99 C -6.6710 -17.8031 8.8252  -0.891
100 O -7.1755 -19.1007 8.5457  -0.283
101 C -6.2767 -20.1142 8.1812  -0.788
102 N -8.6292 -17.5035 10.4572  0.511
103 H -9.3368 -16.8236 10.6962  -0.912
104 H -9.1511 -18.3498 10.2797  0.509
105 H -8.0949 -17.6088 11.3078  0.461
106 H -6.7952 -15.4441 10.4645  0.370
107 H -8.2785 -14.8250 9.9325  -0.109
108 H -7.0323 -14.9830 8.7228  0.554
109 H -8.6361 -16.7907 8.4924  0.165
110 H -5.8306 -17.8049 9.5193  0.507
111 H -6.3380 -17.2796 7.9290  0.413
112 H -5.9931 -19.9691 7.1388  0.312
113 H -6.5009 -21.1580 8.4008  0.287
114 H -5.4211 -19.9923 8.8455  0.317
115 N -15.7231 -18.8925 11.8163  0.788
116 O -16.6761 -19.3886 12.3092  -0.634
117 O -15.8146 -18.7575 10.6273  -0.640
118 O -14.7130 -18.5685 12.4388  -0.685
119 C -15.2870 -14.0560 14.2512  0.330
120 O -13.9872 -14.5030 14.5821  -0.264
121 O -15.5328 -14.9665 13.2090  -1.194
122 C -16.2437 -13.7253 15.4634  0.617
123 F -15.7846 -14.2888 16.5370  -0.229
124 F -16.2167 -12.4215 15.8955  -0.273
125 F -17.5460 -14.1624 15.3246  -0.219
126 C -13.2443 -13.5312 15.3938  -0.275
127 C -11.9718 -14.2265 15.9120  -0.523
128 H -11.5228 -14.8043 15.1041  -0.327
129 H -11.3449 -13.4092 16.2686  0.449
130 H -12.2540 -14.8776 16.7394  0.446
131 H -13.8246 -13.1411 16.2300  0.495
132 H -12.9022 -12.6559 14.8415  -0.145
133 H -15.3987 -13.0908 13.7572  0.183

Its spin multiplicity is 1. The value obtained for the largest force on an atom is 0.1108 Eh/bohr. The HOMO energy comes out at -14.22 eV. The frontier orbital gap comes out at 6.8 eV. As for the charge: +3. For the relative energy (zero: lowest compared OMol25 entry of this formula, charge and spin), the calculation gives 0.0 kJ/mol.

---

[2]
C3H6N2OS in the gas phase at a distorted geometry. Source: the Open Molecules 2025 dataset; level of theory: ωB97M-V/def2-TZVPD.

Last column: Mulliken charge in e.
Element x y z (Å)
1 C -1.3165 0.2992 -1.3486  -0.345
2 N -1.4643 -0.5860 -0.4711  -0.591
3 N -0.6418 -0.6751 0.6311  0.086
4 C 0.2790 0.3060 0.9407  -0.583
5 C 1.3651 0.5163 -0.1215  0.460
6 O 1.7997 1.6622 -0.3330  -0.518
7 S 2.0920 -1.0860 -0.6040  -0.219
8 H -2.1652 0.3720 -2.1197  0.241
9 H -0.4032 0.9084 -1.3561  0.375
10 H -1.0942 -1.2374 1.4318  0.276
11 H -0.4097 1.2649 1.1527  0.305
12 H 0.7383 0.1058 1.9679  0.311
13 H 1.2208 -1.8502 0.2298  0.200

Its spin multiplicity is 1. The value obtained for the largest force on an atom is 0.0831 Eh/bohr. The HOMO energy comes out at -9.16 eV. The frontier orbital gap comes out at 9.4 eV. For the relative energy (zero: lowest compared OMol25 entry of this formula, charge and spin), the calculation gives 343.6 kJ/mol. The SMILES is C=NNCC(=O)S.

---

[3]
3 unconnected molecules or ions with the total composition C6H22INO7P3S2. Source: the Open Molecules 2025 dataset; level of theory: ωB97M-V/def2-TZVPD.

Last column: Mulliken charge in e.
Element x y z (Å)
1 N -3.4938 3.0451 2.6074  -0.922
2 P -3.5450 1.6402 1.8942  0.923
3 O -4.9777 0.9554 2.3084  -0.552
4 O -2.4672 0.5883 2.5216  -0.541
5 P -3.3821 1.7607 -0.3945  -0.233
6 O -1.7388 2.2777 -0.1874  -0.496
7 C -0.7774 1.2696 -0.2972  -0.355
8 C -1.4961 -0.0903 -0.2169  0.045
9 P -0.6100 -1.2147 -1.4338  0.455
10 O -1.8794 -1.9948 -2.1119  -0.492
11 I 0.2830 -2.9243 0.1937  -0.236
12 O -2.8391 0.1023 -0.5065  -0.514
13 H -2.7368 3.1162 3.2776  0.193
14 H -5.5335 1.7151 2.5116  0.326
15 H -2.4413 0.7085 3.4778  0.278
16 H -3.3063 1.9561 -1.8218  0.039
17 H -3.8373 3.0979 -0.1795  0.066
18 H -4.7411 1.2997 -0.4822  0.027
19 H -0.2581 1.3826 -1.2642  0.350
20 H -0.0269 1.3400 0.5021  0.198
21 H -1.4099 -0.5474 0.7710  0.187
22 H -1.4951 -2.5883 -2.7612  0.329
23 C 1.5113 -2.3944 4.1224  -0.826
24 S 2.0796 -0.8080 3.5025  0.617
25 O 3.0630 -1.0909 2.4297  -0.617
26 C 3.0531 -0.3707 4.9529  -0.964
27 H 0.9180 -2.8506 3.3324  0.171
28 H 2.3736 -3.0194 4.3565  0.307
29 H 0.8921 -2.2365 5.0059  0.338
30 H 3.8059 -1.1397 5.1273  0.297
31 H 2.3954 -0.2692 5.8167  0.334
32 H 3.5355 0.5818 4.7446  0.299
33 C 3.9080 -1.0108 -4.5851  -0.967
34 S 2.7271 0.3290 -4.3701  0.417
35 O 1.6356 -0.2017 -3.5208  -0.483
36 C 2.1200 0.3166 -6.0638  -0.974
37 H 4.3651 -1.1963 -3.6156  0.313
38 H 3.3811 -1.9032 -4.9226  0.294
39 H 4.6714 -0.7136 -5.3049  0.376
40 H 1.7228 -0.6715 -6.2961  0.297
41 H 2.9296 0.5802 -6.7450  0.377
42 H 1.3270 1.0585 -6.1281  0.314

Its spin multiplicity is 1. The value obtained for the largest force on an atom is 0.0183 Eh/bohr. The HOMO energy comes out at -4.01 eV. The frontier orbital gap comes out at 6.2 eV. As for the charge: -1.

---

Look up the frontier orbital gap of the first one.
6.8 eV

---

Look up the frontier orbital gap of the second one.
9.4 eV

---

Look up the largest force on an atom of the third one.
0.0183 Eh/bohr